1.
Below is a 7-piece molecular cluster, C7H10Cl18 overall at a distorted geometry, with properties calculated with the ωB97M-V functional and the def2-TZVPD basis.

Calculated values
Electronic energy: -8556.13523 hartree
Highest occupied orbital energy (spin up / spin down): -0.549 / -6.850 eV
2S+1: 2
HOMO-LUMO gap (spin up / spin down): 2.7273 / 9.0196 eV
<S²>: 0.7530
Total charge: -1

Geometry as XYZ:
```
35
Properties=species:S:1:pos:R:3:forces:R:3
C 3.9135 24.6545 0.2340 -0.62 0.51 0.43
Cl 5.1181 24.0077 1.3928 -0.49 0.43 -0.62
Cl 4.3125 26.3166 -0.3270 -0.06 -1.00 0.35
Cl 2.2855 24.7410 1.0032 0.48 -0.18 -0.04
H 3.7849 23.9711 -0.6053 0.47 0.18 0.00
C 4.2635 21.8638 -3.8993 -0.02 0.58 -1.00
Cl 3.3804 20.8941 -2.6149 -1.77 -1.16 1.78
Cl 5.6211 20.8686 -4.5240 1.55 -1.01 -1.22
Cl 4.8203 23.3913 -3.2503 0.50 1.94 0.43
H 3.6275 22.1219 -4.7460 -0.34 -0.20 -0.05
C 2.4964 24.8375 -8.3412 -0.69 -0.03 0.71
Cl 1.1889 23.9473 -9.1228 -0.15 0.10 -0.34
Cl 3.1432 23.7999 -7.0557 0.29 0.31 -0.03
Cl 1.8086 26.3719 -7.6153 0.74 -0.82 -0.67
H 3.2631 25.0161 -9.0950 -0.16 0.41 0.38
C 7.7983 20.5485 -7.6574 0.75 -0.17 -0.26
Cl 6.9927 21.2619 -9.0843 0.00 -0.15 0.70
Cl 8.7033 21.7585 -6.7317 -0.25 -0.18 -0.32
Cl 8.9197 19.2643 -8.2627 -0.31 0.33 0.30
H 7.1150 20.0661 -6.9584 -0.25 0.24 -0.30
C 5.9194 19.8470 -0.5177 -0.36 0.34 -0.82
Cl 7.1515 18.7439 -1.1074 0.53 -0.47 0.33
Cl 6.4035 21.5306 -0.9136 -0.23 -0.56 0.50
H 5.0580 19.5816 -1.1305 -0.13 0.55 0.27
H 5.7049 19.7408 0.5457 0.38 0.05 -0.19
C 7.8381 24.7320 -1.8062 -0.59 0.19 -0.29
Cl 6.9040 26.2045 -2.3274 0.63 -0.94 0.12
Cl 9.5537 25.0112 -1.9629 0.68 0.16 0.12
H 7.6009 24.5009 -0.7677 -0.07 0.22 -0.19
H 7.6239 23.8830 -2.4554 -0.44 0.34 0.03
C 2.4934 19.3658 -6.7146 0.36 0.17 -0.11
Cl 1.6100 20.1593 -5.4075 0.11 -0.25 -0.28
Cl 1.4428 18.2890 -7.6757 0.16 0.14 0.04
H 2.9187 20.1319 -7.3629 -0.33 -0.07 -0.02
H 3.3257 18.7764 -6.3299 -0.35 0.01 0.25
```
Forces are in eV/Å.

---

2.
Below is C7H10Cl2GdO4Tl as an isolated structure at a distorted geometry, with properties calculated with the ωB97M-V functional and the def2-TZVPD basis.

Calculated values
Electronic energy: -2430.18459 hartree
Highest occupied orbital energy (spin up / spin down): -24.481 / -24.457 eV
2S+1: 8
HOMO-LUMO gap (spin up / spin down): 6.6308 / 4.8596 eV
<S²>: 16.0991
Total charge: +4

Geometry as XYZ:
```
25
Properties=species:S:1:pos:R:3:forces:R:3
Gd -3.7610 1.1498 -2.3210 -1.17 0.82 -0.82
Tl -1.3253 -0.3657 -0.7972 1.25 -0.02 0.48
Cl -3.8344 -1.2625 -1.1032 0.79 0.96 -0.25
Cl -1.5204 2.3654 -1.4697 -0.93 -1.36 -0.15
C 1.7377 0.8178 -1.7909 8.45 1.84 -5.36
C -6.0857 0.0761 -2.6805 -9.22 -4.55 -1.41
C -5.5616 1.7180 -4.4649 -4.49 -0.31 -3.31
O 2.7804 1.0487 -2.3908 -8.63 -1.89 5.06
O -7.1551 -0.4285 -2.9208 8.57 3.95 2.02
O -6.5283 1.6065 -5.0996 4.99 0.84 2.97
C 1.9950 0.9317 2.9052 0.85 -0.70 0.18
C 1.9460 0.7953 1.3651 0.12 1.04 -0.41
O 1.1940 -0.2901 0.7901 0.89 1.35 1.08
C 1.3624 -1.5626 1.4023 -1.13 0.37 0.21
C 2.7248 -2.0140 0.9191 2.57 -0.66 -0.37
H 1.0407 1.0003 3.4387 -0.09 0.16 -0.53
H 2.6317 1.7876 3.1386 -0.32 0.36 -0.29
H 2.5783 0.1380 3.3781 -0.14 -0.25 -0.17
H 1.5570 1.6839 0.8308 0.21 -0.33 0.36
H 3.0480 0.7026 0.9947 -1.21 -0.23 0.33
H 1.3136 -1.3767 2.5092 -0.13 -0.82 -0.90
H 0.5215 -2.0914 0.9068 0.57 -0.56 0.90
H 3.5394 -1.5557 1.5524 -0.90 -0.07 -0.69
H 2.8964 -3.0995 1.0793 -0.62 0.42 -0.19
H 2.9050 -1.7750 -0.1719 -0.27 -0.35 1.23
```
Forces are in eV/Å.

---

3.
Below is a 2-piece molecular cluster, C7H10Cl2O overall at a distorted geometry, with properties calculated with the ωB97M-V functional and the def2-TZVPD basis.

Calculated values
Electronic energy: -1268.10803 hartree
Highest occupied orbital energy (spin up / spin down): -7.767 / -7.924 eV
HOMO-LUMO gap (spin up / spin down): 7.8303 / 8.3789 eV
ΔE to the lowest compared entry with this formula, charge and spin: 184.8 kJ/mol
Total charge: 0

Geometry as XYZ:
```
20
Properties=species:S:1:pos:R:3:forces:R:3
C -1.1382 -1.5564 -1.7696 1.58 -0.65 -1.70
C -1.1268 -1.3292 -0.5044 1.37 1.20 1.58
C 1.1698 0.4719 1.4347 -0.77 -0.06 -0.04
C 0.9342 0.4520 -0.0151 -1.16 0.56 -2.01
C 2.2160 0.0014 0.4760 0.87 -0.81 0.20
C -1.6737 -1.5830 0.8254 -0.67 -1.61 0.09
C -0.2438 2.4027 -0.8050 0.96 0.22 -0.90
O 0.7692 1.4011 -0.9975 0.65 -0.11 1.66
Cl 3.7157 0.9633 0.2966 -0.86 -0.40 -0.02
Cl 2.5151 -1.7467 0.5686 0.29 0.10 -0.27
H -1.6332 -2.4135 -2.2322 -0.54 0.19 0.12
H -0.3395 -1.1379 -2.4522 -1.06 -0.04 0.83
H 1.3210 1.3604 1.9837 0.29 1.01 0.48
H 0.6401 -0.3074 1.9652 0.05 -0.04 0.24
H -2.4508 -2.3593 0.7767 0.01 -0.32 -0.31
H -1.0428 -1.9588 1.6561 0.35 0.51 -0.85
H -2.2566 -0.7758 1.1853 -0.21 1.31 0.40
H -1.1452 1.9304 -1.1448 -0.84 0.35 0.07
H 0.0624 3.2772 -1.3897 -0.21 -0.58 -0.75
H -0.2928 2.9077 0.1421 -0.11 -0.81 1.19
```
Forces are in eV/Å.

---

4.
Below is C7H10F5NOTcTe as an isolated structure at a distorted geometry, with properties calculated with the ωB97M-V functional and the def2-TZVPD basis.

Calculated values
Electronic energy: -1250.68892 hartree
Highest occupied orbital energy (spin up / spin down): -6.875 / -9.275 eV
2S+1: 4
HOMO-LUMO gap (spin up / spin down): 5.0663 / 7.5919 eV
<S²>: 3.8997
ΔE to the lowest compared entry with this formula, charge and spin: 0.0 kJ/mol
Total charge: 0

Geometry as XYZ:
```
26
Properties=species:S:1:pos:R:3:forces:R:3
C -0.4224 0.6704 -1.9730 -0.18 0.63 -0.43
C 0.9652 0.8615 -1.6797 0.85 1.42 -0.60
C 1.0868 1.7697 -0.5938 0.04 -0.71 -0.73
C -0.2130 2.1736 -0.2038 -0.82 -0.08 -0.56
C -1.1590 1.4934 -1.0407 0.64 1.63 -0.67
Tc -0.4592 -0.3331 -0.0664 -2.53 2.28 2.96
N -2.2282 -0.4515 0.1924 -0.17 -1.62 -0.17
C 0.1020 -2.1528 -0.7946 -0.34 -1.21 0.05
C 1.4184 -1.7128 -0.8172 1.13 -2.37 -0.91
H 2.0240 2.1301 -0.1652 -0.39 -0.32 -0.05
H 1.8032 0.4749 -2.2702 -0.56 0.18 0.48
H -0.4612 2.9048 0.5629 0.07 -0.44 -0.18
H -2.2319 1.6511 -1.0230 0.35 -0.19 0.02
H -0.8464 0.1347 -2.8249 0.20 0.24 0.33
H 1.8093 -1.5389 -1.8379 0.20 0.15 1.14
H -0.2357 -2.7375 0.0768 0.05 -0.15 -0.54
H -2.6092 -1.4362 0.2931 0.51 0.90 0.02
H 2.0635 -2.0712 0.0086 -0.17 0.68 -0.70
H -0.5434 -2.1221 -1.6889 0.50 -0.57 0.26
F 0.9032 -1.2008 4.3334 -0.02 1.25 -0.37
Te 0.6952 0.4562 3.4345 -0.77 -0.95 -1.69
F 0.5134 2.1547 2.5976 0.25 -0.79 0.83
F 2.4856 0.3735 2.8065 -0.90 0.19 0.69
F -1.0831 0.6017 4.0724 1.23 0.03 -0.13
F 1.2949 1.3555 5.0001 -0.47 -0.82 -1.36
O 0.0860 -0.4418 1.8626 1.29 0.63 2.32
```
Forces are in eV/Å.

---

5.
Below is C7H10FNPb as an isolated structure at a distorted geometry, with properties calculated with the ωB97M-V functional and the def2-TZVPD basis.

Calculated values
Electronic energy: -619.96061 hartree
Highest occupied orbital energy (spin up / spin down): 2.297 / 2.295 eV
HOMO-LUMO gap (spin up / spin down): 3.6223 / 3.6235 eV
Total charge: -2

Geometry as XYZ:
```
20
Properties=species:S:1:pos:R:3:forces:R:3
C 1.3890 0.7839 -1.0025 0.83 -1.47 0.66
C 1.1454 -0.5855 -1.3554 0.90 0.98 0.61
C 1.6718 -1.4150 -0.3446 0.07 0.76 -0.13
C 2.2722 -0.5776 0.6547 -0.41 0.75 0.30
C 2.0793 0.7907 0.2431 0.22 -0.44 -0.62
Pb -0.3062 -0.8547 1.8228 -0.52 1.24 -2.17
N -0.8539 0.9498 0.5646 0.38 0.41 2.52
C -2.1864 0.5467 -0.0596 0.62 2.30 -1.70
C -1.9727 -0.6947 -0.8448 -0.72 -0.91 -0.03
H 1.5783 -2.4868 -0.3013 0.08 -0.25 0.00
H 0.5489 -0.9051 -2.1915 -0.05 -0.09 0.00
H 2.7665 -0.8984 1.5880 -0.11 0.10 -0.64
H 2.3872 1.6877 0.8003 -0.21 -0.51 -0.20
H 0.9650 1.6384 -1.5041 0.03 0.05 0.01
H -1.6688 -0.7155 -1.9178 -0.06 0.06 1.23
H -2.4634 1.3845 -0.8484 0.52 -0.90 1.21
H -0.7300 1.5678 1.5558 -1.69 -1.32 -3.72
H -2.3162 -1.6092 -0.3689 -0.35 -0.32 -0.35
H -3.1169 0.5323 0.5426 0.51 -0.22 0.55
F -1.1891 0.8606 2.9670 -0.03 -0.24 2.49
```
Forces are in eV/Å.

---

6.
Below is a 2-piece molecular cluster, C7H10N2 overall at a distorted geometry, with properties calculated with the ωB97M-V functional and the def2-TZVPD basis.

Calculated values
Electronic energy: -381.93768 hartree
Highest occupied orbital energy (spin up / spin down): -7.741 / -7.883 eV
HOMO-LUMO gap (spin up / spin down): 8.1046 / 8.6256 eV
ΔE to the lowest compared entry with this formula, charge and spin: 825.7 kJ/mol
Total charge: 0

Geometry as XYZ:
```
19
Properties=species:S:1:pos:R:3:forces:R:3
C 0.3889 -1.1563 -0.3276 -0.46 -3.72 -1.35
C 1.6270 -1.3198 0.1610 -0.45 -0.90 0.64
C 0.5226 1.2508 -0.2363 1.36 -2.05 -0.52
C -0.1204 0.1205 -0.4497 -3.00 2.35 0.46
C 2.4748 -0.1405 0.5885 1.16 -0.69 -2.77
C 2.0099 1.1184 -0.1884 3.88 0.63 -0.37
C -2.8083 0.3498 -0.3745 2.25 0.01 -0.89
N -3.3100 0.1155 0.8836 -2.63 1.55 -0.23
N -3.5398 -0.7974 -0.2667 2.23 -1.57 0.43
H -0.2514 -2.0682 -0.7211 1.45 1.86 1.01
H 1.9407 -2.3624 0.3218 0.28 0.63 -0.02
H 0.1374 2.1908 -0.1684 -1.37 2.35 0.05
H 2.3701 0.1383 1.5939 0.30 -0.48 1.93
H 3.5648 -0.4538 0.2367 -1.99 1.09 1.30
H 2.4984 0.8564 -1.2159 -1.17 1.27 1.11
H 2.6040 2.0743 0.2983 -1.65 -2.22 -1.46
H -2.9794 1.1845 -1.0308 -0.06 0.33 0.06
H -2.6901 -0.2112 1.5792 0.98 -1.17 0.32
H -4.4393 -0.8896 -0.6834 -1.13 0.72 0.30
```
Forces are in eV/Å.

---

7.
Below is an isolated molecule of C7H10N2 at a distorted geometry, with properties calculated with the ωB97M-V functional and the def2-TZVPD basis.

Calculated values
Electronic energy: -382.23495 hartree
Highest occupied orbital energy: -9.113 eV
HOMO-LUMO gap: 9.9752 eV
ΔE to the lowest compared entry with this formula, charge and spin: 45.2 kJ/mol
Structure (SMILES): NC(N)c1ccccc1
Total charge: 0

Geometry as XYZ:
```
19
Properties=species:S:1:pos:R:3:forces:R:3
N -2.2834 -0.1963 -1.1426 0.54 0.26 0.09
C -1.6344 0.4246 0.0093 -0.16 -0.26 0.02
N -2.1841 -0.2794 1.1496 1.03 -0.57 0.45
C -0.1244 0.1987 -0.0624 -0.26 1.45 0.84
C 0.3563 -1.0856 -0.0291 0.59 0.31 -0.02
C 1.7257 -1.3235 -0.0354 0.24 0.60 0.12
C 2.6226 -0.2441 -0.0089 -0.90 -0.02 -0.16
C 2.1075 1.0685 0.0233 2.09 1.06 0.00
C 0.7617 1.2975 0.0304 -1.68 -1.27 -0.56
H -1.9031 0.2304 -1.9706 -0.05 0.04 -0.47
H -3.2617 0.0276 -1.0961 -0.47 0.02 -0.23
H -1.8897 1.4997 0.1110 0.50 -0.08 -0.36
H -1.8657 0.1321 2.0005 0.61 0.24 0.67
H -3.1617 -0.1789 1.2103 -1.49 0.04 -0.33
H -0.3615 -1.8554 0.0892 -0.44 -0.85 -0.23
H 2.0657 -2.3502 -0.0362 0.22 0.04 0.04
H 3.6852 -0.4430 -0.0139 0.04 0.17 0.00
H 2.7874 1.9863 0.0277 -0.77 -1.58 0.10
H 0.2870 2.2650 0.0658 0.36 0.38 0.00
```
Forces are in eV/Å.

---

8.
Below is a 2-piece molecular cluster, C7H10N2O overall at a distorted geometry, with properties calculated with the ωB97M-V functional and the def2-TZVPD basis.

Calculated values
Electronic energy: -457.31799 hartree
Highest occupied orbital energy: -9.745 eV
HOMO-LUMO gap: 10.3177 eV
ΔE to the lowest compared entry with this formula, charge and spin: 500.9 kJ/mol
Total charge: 0

Geometry as XYZ:
```
20
Properties=species:S:1:pos:R:3:forces:R:3
N 0.8658 1.8112 0.4544 -0.24 -0.20 0.38
C 0.1238 0.5679 0.3243 -0.43 -1.28 -0.98
C -0.6364 0.5265 -1.0207 -0.11 0.09 -0.17
C 0.5884 -0.2019 -1.6339 0.18 0.14 -0.31
C 1.0386 -0.5649 -0.1942 0.18 -0.12 -0.04
C 0.3584 -1.2785 -2.5880 -0.22 -0.88 -0.75
C 0.1548 -2.1787 -3.3732 0.23 0.53 0.64
C -0.7354 0.2336 1.5255 0.72 3.98 3.17
N -0.2521 -0.0272 2.7257 0.18 -1.40 -1.10
H 0.2446 2.5800 0.6938 0.01 -0.13 -0.07
H 1.5655 1.7449 1.1896 -0.15 -0.04 -0.07
H -1.5161 -0.1271 -0.9703 0.24 0.14 -0.01
H -0.9214 1.4930 -1.4531 0.10 -0.26 0.12
H 1.2804 0.5327 -2.0668 -0.18 -0.19 0.13
H 2.1073 -0.4832 0.0389 -0.24 -0.01 -0.09
H 0.6709 -1.5581 0.0938 0.06 0.25 -0.05
H 0.0127 -3.0087 -4.0423 0.01 0.42 0.26
O -1.7779 0.9728 1.7442 -0.83 -0.30 0.31
H 0.5677 -0.6250 2.7007 0.17 -0.04 0.80
H -1.4118 0.7460 3.0697 0.29 -0.71 -2.18
```
Forces are in eV/Å.

---

9.
Below is an isolated molecule of C7H10N2O at a distorted geometry, with properties calculated with the ωB97M-V functional and the def2-TZVPD basis.

Calculated values
Electronic energy: -457.37413 hartree
Highest occupied orbital energy: -8.484 eV
HOMO-LUMO gap: 9.2166 eV
ΔE to the lowest compared entry with this formula, charge and spin: 353.5 kJ/mol
Structure (SMILES): C=C(C)n1[nH]c(=O)cc1C
Total charge: 0

Geometry as XYZ:
```
20
Properties=species:S:1:pos:R:3:forces:R:3
C 2.1149 -0.8803 1.0043 -5.27 1.12 -0.46
C 1.1238 -0.8862 0.1099 -2.51 0.12 1.14
C 1.0554 -1.1926 -1.3516 1.08 1.41 0.16
N -0.4972 -0.4561 0.6790 4.31 -1.62 -1.43
N -1.4560 -1.1192 -0.1008 1.67 2.47 0.28
C -2.3706 -0.2148 -0.5698 -0.44 0.91 0.12
O -3.3057 -0.5644 -1.2430 -1.09 0.14 -0.40
C -1.9019 1.1327 -0.1023 -0.74 0.12 -0.60
C -0.6787 0.8865 0.4273 -0.72 1.24 1.54
C 0.3629 1.9064 0.8441 -2.34 -1.25 3.30
H 1.8071 -0.4747 1.9472 0.68 -0.31 0.69
H 3.0222 -1.0017 0.6082 3.76 -0.62 -0.74
H 2.0988 -1.4602 -1.7351 -1.51 0.57 0.33
H 0.6090 -0.2411 -1.8101 0.76 -1.46 0.06
H 0.3755 -2.0089 -1.5035 -0.24 -0.33 -0.37
H -1.6574 -2.0346 0.1288 -0.66 -1.95 0.53
H -2.5145 2.1020 -0.1490 1.36 -1.76 -0.24
H 1.1229 1.5946 1.5597 -0.32 -0.35 -0.07
H -0.1238 2.7848 1.2667 -0.08 0.04 -0.23
H 0.8134 2.1278 -0.0099 2.30 1.49 -3.63
```
Forces are in eV/Å.

---

10.
Below is a 2-piece molecular cluster, C7H10N2O overall at a distorted geometry, with properties calculated with the ωB97M-V functional and the def2-TZVPD basis.

Calculated values
Electronic energy: -457.37398 hartree
Highest occupied orbital energy: -10.247 eV
HOMO-LUMO gap: 10.8861 eV
ΔE to the lowest compared entry with this formula, charge and spin: 353.9 kJ/mol
Structure (SMILES): CC#CC[C@@]1(C#N)CN1.O
Total charge: 0

Geometry as XYZ:
```
20
Properties=species:S:1:pos:R:3:forces:R:3
C 0.4941 2.1790 2.2854 0.12 0.30 0.17
C 0.6567 1.4378 1.0357 -0.15 -1.16 -0.68
C 0.7060 0.6814 0.0891 -0.27 0.87 0.78
C 0.6528 -0.2378 -1.0522 0.25 -0.04 -0.29
C -0.0439 -1.5535 -0.7190 -0.07 0.15 -0.34
C -1.4823 -1.4509 -0.4616 -1.06 -0.24 1.14
N -2.5812 -1.4458 -0.0862 1.42 0.15 -0.84
C 0.4835 -2.8211 -1.3051 0.08 0.00 -0.40
N 0.6446 -2.5366 0.1091 0.02 -0.03 0.29
H 0.0284 3.1573 2.1051 0.18 -0.22 0.06
H -0.1504 1.6246 2.9810 0.16 0.07 -0.25
H 1.4665 2.3300 2.7738 -0.28 0.04 -0.13
H 0.1497 0.2347 -1.9086 0.07 -0.04 0.25
H 1.6764 -0.4674 -1.3840 -0.22 -0.01 0.06
H -0.2014 -3.6329 -1.5511 0.17 0.23 0.12
H 1.3487 -2.7200 -1.9645 -0.25 -0.04 0.15
H 1.5842 -2.2143 0.3358 -0.18 0.01 -0.07
O -1.8778 2.7420 -0.7098 -0.80 -0.43 0.56
H -1.0116 2.4343 -0.4122 -0.17 -0.14 0.10
H -2.5428 2.2593 -0.1606 0.98 0.50 -0.68
```
Forces are in eV/Å.